Version i
{
  "formula": "C7H14O",
  "method": "ωB97M-V/def2-TZVPD",
  "total_charge": 0,
  "gap_ev": 9.33,
  "e_homo_ev": -8.4,
  "species": ["C", "C", "C", "C", "C", "C", "C", "H", "H", "H", "H", "H", "H", "H", "H", "H", "H", "H", "H", "O", "H", "H"],
  "xyz": [[-2.9614, -0.8474, -0.2821], [-1.6640, -0.6858, -0.0225], [-0.5955, -0.1020, -0.7849], [0.6001, 0.2546, -0.2630], [1.6903, 0.7365, -1.2187], [0.8786, 0.4064, 1.1996], [1.0231, 1.8557, 1.6671], [-3.6942, -1.2057, 0.4346], [-3.3429, -0.3679, -1.1787], [-1.3384, -1.0874, 0.9435], [-0.7661, 0.1323, -1.8830], [2.5478, 1.0276, -0.6057], [1.3181, 1.6469, -1.6887], [2.0355, -0.1150, -1.8202], [1.7683, -0.1537, 1.5531], [-0.0164, 0.0844, 1.7797], [0.0393, 2.2964, 1.6044], [1.7323, 2.5153, 1.1706], [1.2671, 1.8575, 2.7521], [0.1839, -2.7491, -1.3169], [-0.0554, -2.3299, -0.4848], [-0.6503, -3.1698, -1.5556]],
  "lowdin_charge": [0.010, -0.237, -0.124, -0.302, -0.044, -0.230, -0.104, 0.055, 0.056, 0.099, 0.146, 0.068, 0.086, 0.088, 0.122, 0.101, 0.070, 0.068, 0.083, -0.056, 0.002, 0.044]
}



Version ii
{
  "formula": "C7H14O",
  "method": "ωB97M-V/def2-TZVPD",
  "total_charge": 0,
  "gap_ev": 9.81,
  "e_homo_ev": -9.0,
  "species": ["C", "C", "C", "C", "C", "C", "C", "H", "H", "H", "H", "H", "H", "H", "H", "H", "H", "H", "H", "O", "H", "H"],
  "xyz": [[0.1389, 2.7475, -0.4669], [0.3045, 1.9543, 0.5799], [0.0333, 0.4958, 0.6331], [-0.8398, -0.1075, 1.4347], [0.8600, -0.3499, -0.3655], [0.0925, -0.6532, -1.6523], [-1.2599, -1.3678, -1.5496], [-0.1579, 2.2856, -1.4038], [0.2781, 3.8173, -0.4858], [0.6996, 2.3689, 1.5085], [-0.9536, -1.1543, 1.1658], [-1.4825, 0.1424, 2.2645], [1.7521, 0.2314, -0.6021], [1.2270, -1.2304, 0.1625], [0.7614, -1.2482, -2.2932], [0.0371, 0.2245, -2.2999], [-1.3982, -2.0557, -0.7231], [-1.4387, -1.9362, -2.4634], [-2.0075, -0.5741, -1.5229], [0.9335, -1.2647, 3.0516], [1.4080, -0.4820, 2.7450], [1.0119, -1.8437, 2.2829]],
  "lowdin_charge": [0.016, -0.151, -0.328, 0.037, -0.169, -0.254, -0.102, 0.051, 0.054, 0.103, 0.055, 0.079, 0.111, 0.097, 0.102, 0.094, 0.061, 0.068, 0.074, -0.064, 0.038, 0.027]
}



Which of them is most stable, and which least? Most stable: version i; least stable: version ii.



Version i
{
  "formula": "C7H14O",
  "method": "ωB97M-V/def2-TZVPD",
  "total_charge": 0,
  "gap_ev": 7.38,
  "e_homo_ev": -7.4,
  "species": ["C", "C", "C", "C", "C", "C", "C", "H", "H", "H", "H", "H", "H", "H", "H", "H", "H", "H", "H", "H", "H", "O"],
  "xyz": [[3.1050, 0.9997, 1.0877], [1.6630, 1.1026, 1.7483], [0.6208, 0.3454, 1.0239], [-0.1694, 0.9210, 0.0414], [-1.2759, 0.3465, -0.5429], [-2.2770, -0.4039, 0.1498], [-3.2507, -1.2666, -0.6046], [3.2554, 1.5316, 0.1584], [3.1258, -0.0683, 0.8360], [3.9244, 1.1419, 1.7895], [1.8756, 0.5021, 2.6383], [1.5112, 2.1470, 1.9849], [0.4917, -0.7119, 1.2308], [0.1475, 1.9299, -0.2134], [-1.2531, -0.9518, 0.2057], [-2.7349, 0.0831, 1.0175], [-4.2053, -0.8004, -0.8283], [-2.7188, -1.7572, -1.4243], [-3.6201, -2.1629, -0.0827], [1.4349, -0.6058, -2.4961], [0.3273, -1.3142, -1.8237], [1.0196, -1.4664, -2.4839]],
  "lowdin_charge": [-0.100, -0.257, -0.134, -0.167, -0.048, -0.246, -0.106, 0.058, 0.065, 0.060, 0.101, 0.098, 0.100, 0.118, 0.148, 0.131, 0.076, 0.078, 0.075, 0.023, -0.006, -0.068]
}



Version ii
{
  "formula": "C7H14O",
  "method": "ωB97M-V/def2-TZVPD",
  "total_charge": 0,
  "gap_ev": 10.18,
  "e_homo_ev": -9.3,
  "species": ["C", "C", "C", "C", "C", "C", "C", "O", "H", "H", "H", "H", "H", "H", "H", "H", "H", "H", "H", "H", "H", "H"],
  "xyz": [[-2.1238, -0.0696, -0.9871], [-1.2178, 0.8341, -0.6691], [-0.6621, 1.8831, -1.5836], [-0.6361, 0.8956, 0.7365], [-0.3262, -0.4859, 1.3551], [0.5561, -1.4315, 0.5356], [1.9984, -0.9266, 0.5888], [2.7883, -1.8632, -0.1533], [-2.7029, -0.6749, -0.3076], [-2.4824, -0.1672, -2.0116], [-1.2227, 1.9364, -2.5171], [-0.7512, 2.8688, -1.1273], [0.3946, 1.7102, -1.7450], [-1.3541, 1.3984, 1.3931], [0.2707, 1.4956, 0.8336], [-1.2867, -0.8826, 1.6954], [0.1906, -0.3006, 2.3093], [0.1586, -1.4513, -0.4793], [0.4951, -2.3942, 0.9791], [2.2916, -0.9128, 1.6376], [2.0268, -0.0071, -0.0011], [3.5951, -1.4547, -0.4820]],
  "lowdin_charge": [0.032, -0.377, -0.062, -0.180, -0.217, -0.183, -0.249, -0.082, 0.067, 0.065, 0.077, 0.082, 0.074, 0.118, 0.104, 0.103, 0.106, 0.107, 0.103, 0.118, 0.117, 0.078]
}



Version iii
{
  "formula": "C7H14O",
  "method": "ωB97M-V/def2-TZVPD",
  "total_charge": 0,
  "gap_ev": 9.89,
  "e_homo_ev": -8.9,
  "species": ["C", "C", "C", "C", "C", "C", "C", "O", "H", "H", "H", "H", "H", "H", "H", "H", "H", "H", "H", "H", "H", "H"],
  "xyz": [[-1.8678, -1.3530, -2.5831], [-0.8279, -0.4923, -1.8975], [-1.0124, 0.0583, -0.7066], [-2.2712, -0.1289, 0.0951], [0.0940, 0.8667, -0.0809], [1.0478, -0.0028, 0.7587], [2.1877, 0.8121, 1.3570], [2.5499, 0.4321, 2.6880], [-1.9419, -2.3350, -2.1154], [-2.8296, -0.8446, -2.6118], [-1.5962, -1.5124, -3.6250], [0.0896, -0.3048, -2.4386], [-3.1256, 0.2899, -0.4442], [-2.4760, -1.1897, 0.2475], [-2.1804, 0.3583, 1.0662], [-0.3218, 1.6333, 0.5809], [0.6566, 1.3982, -0.8565], [0.4614, -0.5213, 1.5269], [1.4406, -0.7788, 0.0990], [3.0657, 0.7516, 0.7085], [1.9331, 1.8631, 1.4479], [2.7415, -0.5111, 2.6968]],
  "lowdin_charge": [-0.099, -0.130, -0.330, -0.051, -0.190, -0.179, -0.266, -0.078, 0.076, 0.070, 0.063, 0.102, 0.083, 0.082, 0.075, 0.114, 0.118, 0.121, 0.111, 0.114, 0.113, 0.079]
}



Version iv
{
  "formula": "C7H14O",
  "method": "ωB97M-V/def2-TZVPD",
  "total_charge": 0,
  "gap_ev": [7.68, 8.43],
  "e_homo_ev": [-7.4, -7.7],
  "species": ["C", "C", "C", "C", "C", "C", "C", "O", "H", "H", "H", "H", "H", "H", "H", "H", "H", "H", "H", "H", "H", "H"],
  "xyz": [[-1.7973, -0.5786, -0.3061], [1.9652, 0.6695, -0.0243], [-3.0054, -0.5249, 0.6301], [2.4991, -0.2353, -1.0249], [2.0634, 0.1793, 1.4120], [0.4075, 0.6160, -0.6562], [-0.6799, 0.2885, 0.1745], [-2.1769, -0.2681, -1.6581], [-2.3707, 0.6777, -1.6865], [-1.4600, -1.6244, -0.3777], [2.3345, 1.6920, -0.1008], [0.3716, 1.4693, -1.3278], [-0.5859, 0.3930, 1.2481], [-3.8054, -1.1543, 0.2407], [-2.7391, -0.8748, 1.6298], [-3.3772, 0.4993, 0.7142], [2.8089, 0.1230, -1.9965], [2.6668, -1.2776, -0.7896], [1.5040, 0.8240, 2.0922], [3.1069, 0.1769, 1.7342], [1.6737, -0.8358, 1.5053], [0.5962, -0.2348, -1.4325]],
  "lowdin_charge": [-0.451, -0.392, -0.059, -0.005, -0.096, -0.182, -0.070, -0.049, 0.091, 0.148, 0.122, 0.118, 0.098, 0.078, 0.078, 0.080, 0.062, 0.067, 0.072, 0.077, 0.081, 0.131]
}



Which of them is most stable, and which least? Most stable: version iii; least stable: version i.



Version i
{
  "formula": "C3H9N3O",
  "method": "ωB97M-V/def2-TZVPD",
  "total_charge": 0,
  "gap_ev": 9.69,
  "e_homo_ev": -9.1,
  "species": ["H", "N", "C", "N", "N", "O", "C", "C", "H", "H", "H", "H", "H", "H", "H", "H"],
  "xyz": [[-0.0218, -1.7808, -0.9072], [0.9107, -1.6244, -0.4560], [1.1368, -0.4499, -0.0290], [2.3556, -0.1665, 0.6060], [0.2353, 0.5979, 0.0835], [0.7978, 1.9280, -0.0045], [-1.1024, 0.4496, -0.3576], [-1.9020, -0.4110, 0.6203], [3.0553, -0.8798, 0.2656], [2.7407, 0.8152, 0.4162], [0.7663, 2.0090, -0.9820], [-1.4678, 1.5001, -0.5614], [-1.1590, -0.0574, -1.3549], [-2.9198, -0.6678, 0.2266], [-1.3146, -1.4082, 0.8603], [-2.1110, 0.1458, 1.5739]],
  "lowdin_charge": [0.048, 0.112, -0.565, 0.087, -0.158, -0.006, -0.268, -0.098, 0.109, 0.111, 0.113, 0.139, 0.113, 0.076, 0.106, 0.081]
}



Version ii
{
  "formula": "C3H9N3O",
  "method": "ωB97M-V/def2-TZVPD",
  "total_charge": 0,
  "gap_ev": 9.80,
  "e_homo_ev": -9.2,
  "species": ["N", "C", "N", "O", "H", "H", "H", "H", "H", "H", "C", "C", "N", "H", "H", "H"],
  "xyz": [[-0.5450, 1.2927, -1.5037], [-0.5742, -0.0411, -0.9895], [-1.9187, -0.5506, -0.8578], [0.2711, -0.8693, -1.6806], [-0.5096, 1.2945, -2.5151], [-1.3152, 1.8514, -1.1627], [-0.1320, -0.0109, 0.1062], [-2.3275, -0.6517, -1.7842], [-1.8989, -1.4733, -0.4384], [1.1406, -0.9819, -1.1401], [1.1509, 0.2798, 2.3778], [1.4065, -0.4555, 1.1527], [1.9985, -1.0885, 0.3740], [0.9503, 1.3240, 2.1393], [0.2845, -0.1434, 2.8863], [2.0186, 0.2240, 3.0358]],
  "lowdin_charge": [0.067, -0.647, 0.058, -0.050, 0.074, 0.070, 0.103, 0.073, 0.070, 0.057, -0.052, -0.261, 0.165, 0.091, 0.089, 0.093]
}



Which of them is most stable, and which least? Most stable: version ii; least stable: version i.